The following is a DFT calculation (the ωB97M-V functional and the def2-TZVPD basis) of a structure of composition C50H37N5O5Ta.

Atoms and positions in Å:
Ta (0.160, -0.525, -0.094)
C (-6.428, -1.595, 3.652)
C (-5.796, -2.411, 2.725)
C (-4.648, -1.976, 2.079)
C (-4.116, -0.721, 2.366)
C (-4.762, 0.100, 3.289)
C (-5.911, -0.337, 3.931)
C (-2.896, -0.269, 1.640)
C (-1.739, 0.005, 2.289)
C (-1.615, 0.061, 3.736)
C (-0.412, 0.566, 4.018)
C (0.296, 0.739, 2.763)
N (-0.527, 0.393, 1.704)
C (1.608, 1.119, 2.699)
C (2.338, 1.157, 1.500)
C (3.707, 1.614, 1.431)
C (4.075, 1.583, 0.141)
C (2.940, 1.142, -0.628)
C (2.803, 1.189, -1.968)
C (3.757, 1.802, -2.904)
C (4.384, 3.019, -2.633)
C (5.264, 3.571, -3.549)
C (5.526, 2.918, -4.745)
C (4.885, 1.720, -5.036)
C (3.994, 1.174, -4.129)
C (1.535, 0.662, -2.460)
N (0.517, 1.492, -2.753)
C (-0.561, 0.701, -2.788)
C (-1.902, 1.237, -2.804)
C (-2.364, 2.099, -3.888)
C (-1.869, 1.895, -5.180)
C (-2.297, 2.692, -6.227)
C (-3.205, 3.716, -5.993)
C (-3.679, 3.947, -4.708)
C (-3.261, 3.146, -3.660)
C (-2.622, 0.866, -1.721)
C (-4.048, 0.908, -1.546)
C (-4.309, 0.379, -0.336)
C (-3.032, 0.073, 0.263)
N (-2.018, 0.320, -0.567)
C (-0.264, -0.666, -2.557)
C (1.140, -0.686, -2.383)
N (1.876, 0.804, 0.271)
C (2.317, 1.495, 3.960)
C (2.137, 2.754, 4.524)
C (2.800, 3.098, 5.695)
C (3.648, 2.187, 6.308)
C (3.831, 0.929, 5.749)
C (3.169, 0.585, 4.580)
H (-7.325, -1.935, 4.153)
H (-6.200, -3.390, 2.499)
H (-4.162, -2.610, 1.346)
H (-4.368, 1.089, 3.492)
H (-6.407, 0.308, 4.644)
H (-2.401, -0.220, 4.417)
H (0.014, 0.789, 4.982)
H (4.286, 1.920, 2.286)
H (5.030, 1.847, -0.283)
H (4.141, 3.555, -1.724)
H (5.735, 4.522, -3.337)
H (6.214, 3.351, -5.459)
H (5.076, 1.216, -5.974)
H (3.486, 0.245, -4.359)
H (-1.158, 1.098, -5.357)
H (-1.919, 2.519, -7.225)
H (-3.533, 4.345, -6.810)
H (-4.364, 4.763, -4.522)
H (-3.592, 3.355, -2.651)
H (-4.745, 1.254, -2.292)
H (-5.263, 0.225, 0.141)
H (-0.933, -1.507, -2.659)
H (1.794, -1.539, -2.379)
H (1.476, 3.464, 4.041)
H (2.655, 4.080, 6.127)
H (4.165, 2.455, 7.219)
H (4.489, 0.216, 6.228)
H (3.303, -0.398, 4.143)
O (-0.061, -4.041, -1.959)
C (1.002, -4.910, -1.588)
C (0.816, -5.505, -0.199)
N (0.698, -4.566, 0.898)
C (-0.612, -4.157, 1.344)
C (-1.411, -3.297, 0.357)
O (-2.418, -3.683, -0.168)
O (-0.931, -2.063, 0.115)
C (1.858, -3.825, 1.345)
C (1.624, -2.409, 0.910)
O (1.112, -1.547, 1.670)
O (1.665, -2.088, -0.320)
H (-0.848, -4.567, -2.139)
H (1.911, -4.306, -1.615)
H (1.116, -5.717, -2.317)
H (1.658, -6.177, 0.003)
H (-0.092, -6.114, -0.193)
H (-0.512, -3.592, 2.275)
H (-1.227, -5.035, 1.543)
H (2.750, -4.226, 0.865)
H (1.979, -3.860, 2.430)

Summary:
Charge ... +1
Strongest force on any atom ... 0.76 eV/Å
E_HOMO ... -9.869 eV
LUMO ... -4.2 eV